(1)
Here is a molecular structure, C41H83BN6O3PSSi3Tl from the OMol25 dataset. Energies are from wB97M-V/def2-TZVPD.

The geometry in XYZ format:
```
140
Properties=species:S:1:pos:R:3:forces:R:3
Tl -0.143 -0.263 -0.032 0.055 0.029 -0.009
C -0.941 -2.144 -3.329 -0.276 0.179 0.177
C -2.119 -1.206 -3.703 0.120 -0.164 0.245
N -2.415 -0.304 -2.617 0.032 0.273 -0.361
C -3.782 -0.086 -2.243 -0.020 -0.236 0.036
C -4.389 -1.296 -1.518 0.234 -0.034 0.383
S -3.556 -1.692 0.063 0.047 0.069 -0.146
C -2.614 -3.241 -0.208 -0.241 0.118 -0.022
C -2.026 -3.478 -1.591 0.013 0.068 0.195
N -1.012 -2.513 -1.935 0.118 -0.374 -0.076
H -0.947 -3.019 -4.004 0.050 0.073 -0.091
H -0.014 -1.597 -3.468 0.165 -0.006 -0.057
H -1.860 -0.676 -4.631 -0.039 -0.073 -0.038
H -3.017 -1.795 -3.917 0.003 0.003 -0.003
H -1.846 0.528 -2.627 -0.052 0.007 0.123
H -3.811 0.768 -1.564 -0.022 0.031 -0.031
H -4.442 0.141 -3.104 -0.008 0.057 0.048
H -5.426 -1.078 -1.258 -0.052 -0.032 -0.120
H -4.377 -2.186 -2.146 -0.109 0.034 -0.069
H -1.790 -3.168 0.510 -0.004 0.007 0.075
H -3.273 -4.070 0.065 0.118 -0.094 -0.010
H -1.643 -4.515 -1.599 -0.053 0.005 -0.054
H -2.823 -3.440 -2.339 0.073 -0.057 -0.056
H -0.105 -2.731 -1.538 -0.010 0.052 -0.034
C 3.130 0.593 1.391 -0.082 0.056 0.150
O 1.893 1.249 1.226 0.198 -0.260 -0.067
Si 1.443 2.708 1.913 -0.349 0.542 -0.001
C 1.466 2.429 3.802 -0.220 -0.023 -0.213
C 2.928 3.884 1.621 -0.166 -0.134 -0.120
C -0.132 3.253 1.201 0.139 0.078 0.221
Si -0.043 3.974 -0.466 -0.064 0.271 -0.102
C 0.285 5.872 -0.512 -0.028 -0.145 0.102
C -1.619 3.865 -1.549 -0.023 -0.104 0.302
C 1.336 3.253 -1.575 -0.011 -0.120 0.276
Si -1.618 3.162 2.242 -0.104 0.095 0.075
C -3.301 3.310 1.349 0.253 0.032 -0.187
C -1.783 4.553 3.567 0.095 -0.138 -0.132
C -1.814 1.542 3.245 0.271 0.073 -0.107
H 3.967 1.300 1.332 0.015 -0.031 -0.026
H 3.234 -0.145 0.598 0.025 -0.016 0.040
H 3.172 0.079 2.360 0.061 0.027 -0.038
H 2.464 2.167 4.165 0.043 0.042 -0.110
H 0.788 1.614 4.068 0.048 0.055 0.023
H 1.137 3.325 4.334 0.019 0.019 0.002
H 3.832 3.576 2.155 -0.013 -0.063 0.005
H 2.678 4.897 1.945 -0.060 -0.009 0.026
H 3.165 3.928 0.554 0.025 0.022 0.015
H -0.542 6.415 -0.042 -0.014 -0.015 0.029
H 0.394 6.249 -1.535 0.001 -0.048 -0.036
H 1.195 6.123 0.040 0.013 -0.026 0.009
H -2.467 4.347 -1.058 0.009 -0.017 -0.066
H -1.900 2.825 -1.736 -0.009 -0.053 0.012
H -1.472 4.357 -2.514 0.143 0.004 -0.008
H 2.213 3.904 -1.627 0.001 0.017 0.030
H 1.001 3.076 -2.601 -0.090 0.040 0.007
H 1.656 2.291 -1.166 0.067 -0.014 -0.075
H -3.375 4.247 0.792 -0.055 -0.018 0.028
H -4.128 3.281 2.065 0.065 -0.028 0.111
H -3.438 2.486 0.644 0.009 0.013 -0.040
H -1.857 5.532 3.084 0.021 -0.002 -0.040
H -0.909 4.578 4.224 0.003 -0.008 -0.006
H -2.673 4.418 4.192 -0.015 -0.047 -0.003
H -1.287 0.734 2.729 -0.023 -0.061 0.045
H -2.860 1.240 3.345 -0.052 0.081 -0.020
H -1.392 1.630 4.251 -0.029 -0.004 0.004
N 0.318 -2.200 1.463 -0.227 0.365 -0.275
P 0.682 -3.191 2.526 0.380 -1.217 0.789
N -0.638 -4.081 3.225 0.057 0.526 -0.160
C -0.638 -5.365 3.879 0.195 -0.030 0.085
C -1.051 -5.289 5.354 -0.186 -0.016 -0.121
C -2.391 -4.567 5.494 0.141 0.118 0.065
C -2.296 -3.192 4.831 -0.058 -0.206 -0.112
C -1.895 -3.367 3.364 0.007 0.121 0.065
N 1.685 -4.578 2.121 -0.234 0.628 -0.082
C 0.996 -5.389 1.092 -0.099 -0.136 -0.058
C 1.842 -5.630 -0.154 0.100 -0.010 0.181
C 3.202 -6.188 0.259 -0.017 0.094 -0.053
C 3.908 -5.224 1.237 -0.112 -0.010 0.032
C 2.991 -4.079 1.660 0.160 -0.128 -0.050
N 1.614 -2.611 3.853 -0.296 0.264 -0.520
C 2.081 -3.427 4.943 0.098 -0.048 0.054
C 3.461 -2.933 5.422 -0.063 0.065 -0.073
C 3.583 -1.413 5.231 -0.094 -0.046 0.064
C 2.211 -0.759 5.367 0.150 -0.060 -0.047
C 1.292 -1.236 4.237 0.014 0.111 0.008
H 0.354 -5.809 3.784 -0.032 -0.033 -0.019
H -1.358 -6.031 3.369 0.047 -0.026 -0.017
H -0.297 -4.732 5.911 0.105 -0.008 0.047
H -1.107 -6.298 5.777 0.024 -0.001 -0.016
H -2.673 -4.479 6.548 -0.027 -0.026 -0.018
H -3.172 -5.150 4.991 -0.023 -0.013 0.027
H -1.537 -2.593 5.343 -0.008 0.056 0.000
H -3.250 -2.661 4.893 0.018 0.025 0.005
H -1.785 -2.401 2.869 -0.073 -0.039 -0.070
H -2.706 -3.923 2.863 0.026 0.015 -0.071
H 0.057 -4.902 0.805 0.019 -0.063 -0.018
H 0.742 -6.368 1.525 -0.027 0.046 -0.016
H 1.965 -4.696 -0.707 -0.022 -0.012 -0.036
H 1.324 -6.338 -0.806 -0.038 0.044 -0.022
H 3.823 -6.367 -0.623 0.011 -0.048 0.017
H 3.041 -7.156 0.744 0.014 -0.021 -0.035
H 4.798 -4.793 0.774 0.021 -0.008 0.029
H 4.232 -5.770 2.127 0.027 0.014 -0.004
H 2.876 -3.360 0.838 -0.011 -0.009 0.034
H 3.445 -3.531 2.485 0.009 0.025 -0.033
H 2.146 -4.459 4.600 -0.045 -0.043 0.066
H 1.389 -3.394 5.799 -0.093 -0.060 -0.015
H 4.256 -3.440 4.869 0.002 -0.030 0.015
H 3.580 -3.190 6.480 0.038 -0.023 -0.001
H 3.968 -1.195 4.232 0.052 0.001 0.024
H 4.283 -0.997 5.961 0.057 0.026 -0.074
H 2.292 0.329 5.331 -0.063 -0.101 0.055
H 1.786 -1.024 6.342 -0.006 0.022 0.017
H 1.411 -0.613 3.348 -0.077 0.008 0.078
H 0.243 -1.131 4.559 -0.010 -0.021 -0.035
C 5.183 3.413 -6.843 -0.016 -0.083 0.018
C 4.851 1.915 -6.931 0.029 0.026 -0.087
C 3.705 1.751 -7.933 0.066 -0.026 0.092
C 6.071 1.157 -7.477 -0.070 0.071 -0.008
C 4.489 1.389 -5.540 0.003 -0.011 -0.001
C 5.403 1.531 -4.498 0.050 0.012 -0.012
C 5.131 1.108 -3.197 0.011 -0.054 0.103
C 3.908 0.522 -2.953 -0.133 0.083 -0.441
O 3.383 0.045 -1.806 0.027 0.038 0.220
B 2.034 -0.409 -2.048 -0.032 -0.234 -0.125
O 1.864 -0.206 -3.490 -0.198 0.016 0.102
C 2.982 0.368 -3.985 0.342 0.067 0.223
C 3.254 0.786 -5.273 -0.134 -0.025 -0.004
H 5.418 3.816 -7.833 -0.007 -0.007 -0.007
H 6.040 3.588 -6.192 -0.001 0.029 0.012
H 4.333 3.959 -6.432 0.015 0.040 -0.009
H 3.992 2.187 -8.893 0.005 0.006 -0.003
H 2.805 2.258 -7.581 -0.028 -0.008 -0.049
H 3.472 0.698 -8.099 -0.051 0.005 0.012
H 6.343 1.539 -8.466 0.019 -0.002 -0.001
H 5.846 0.093 -7.568 0.029 -0.013 0.025
H 6.931 1.271 -6.816 0.013 -0.030 -0.001
H 6.365 1.995 -4.688 -0.011 0.015 -0.014
H 5.853 1.251 -2.403 -0.020 -0.026 0.017
H 2.503 0.650 -6.040 -0.004 0.012 0.015
```
Forces are in eV/Å.

Values from the calculation:
Charge: -2
E_tot, eV: -108080.105
Highest occupied orbital energy, eV: -0.8
Kohn-Sham gap, eV: 4.63

=====

(2)
Here is 4 unconnected molecules or ions with the total composition C41H85B3I2N5O14S from the OMol25 dataset. Energies are from wB97M-V/def2-TZVPD.

The geometry in XYZ format:
```
151
Properties=species:S:1:pos:R:3:forces:R:3
C 4.120 0.577 5.596 0.075 -0.073 0.242
C 3.789 1.299 4.540 0.230 0.027 -0.181
C 3.430 0.741 3.229 0.172 0.227 -0.274
N 2.325 1.159 2.698 -0.305 -0.157 0.019
O 1.572 2.135 3.282 0.178 -0.080 0.101
C 0.348 1.629 3.883 -0.341 -0.044 0.057
C -0.150 2.671 4.867 -0.042 0.046 0.019
C -0.131 4.074 4.256 0.019 -0.102 -0.071
C 0.574 2.641 6.213 -0.037 -0.037 0.068
C 0.512 1.331 7.005 0.117 0.007 0.313
C -0.916 1.005 7.465 0.087 -0.132 0.083
C 1.453 1.427 8.226 -0.072 -0.181 -0.006
C 2.032 0.714 1.325 0.027 0.644 -1.137
N 1.090 -0.360 1.196 0.278 -0.089 1.144
C 0.258 -0.861 1.897 -0.031 -0.060 -0.367
S -0.874 -1.564 2.720 -0.095 -0.084 0.012
B 1.354 2.023 0.578 0.269 0.108 -0.354
O 2.004 3.218 0.687 0.062 -0.151 -0.114
O 0.177 1.848 -0.047 -0.260 -0.249 0.657
C -0.887 2.806 0.065 0.020 0.031 -0.370
C 3.485 0.222 0.868 -0.288 -0.805 0.847
O 3.298 -0.915 0.106 0.070 0.267 -0.409
C 4.440 -1.434 -0.580 0.344 -0.065 -0.095
C 4.045 -2.688 -1.350 -0.142 -0.352 0.382
C 2.650 -2.718 -1.950 0.045 -0.281 -0.330
O 5.060 -2.849 -2.335 0.022 0.088 0.037
C 4.186 1.354 0.117 0.216 -0.057 -0.124
I 5.433 2.629 1.199 0.063 0.130 -0.011
C 4.005 1.672 -1.165 -0.039 0.084 -0.003
C 4.709 2.788 -1.894 -0.031 -0.079 0.038
I 2.577 0.726 -2.367 -0.163 0.323 -0.147
C 4.103 -0.222 2.329 0.276 0.150 0.049
B 3.555 -1.731 2.744 -0.211 0.049 -0.232
C 2.624 -2.056 3.972 0.301 -0.232 -0.240
O 3.998 -2.765 1.993 0.421 0.021 0.162
B 5.721 -0.316 2.623 0.175 0.234 -0.415
O 6.394 0.617 3.391 -0.244 -0.465 0.581
O 6.391 -1.376 2.122 -0.571 -0.256 0.102
C 7.323 -2.111 2.911 0.339 0.163 -0.130
H 4.348 -0.480 5.554 -0.395 -0.093 0.002
H 4.162 1.044 6.571 0.384 0.076 -0.034
H 3.761 2.381 4.595 -0.513 0.002 0.086
H -0.395 1.463 3.099 0.084 0.080 -0.110
H 0.541 0.672 4.369 0.151 0.021 -0.010
H -1.200 2.414 5.036 0.023 -0.096 0.001
H -0.718 4.756 4.869 0.033 0.037 0.013
H -0.557 4.069 3.250 -0.037 0.032 0.010
H 0.887 4.458 4.183 -0.008 0.025 0.009
H 1.619 2.946 6.084 -0.003 -0.037 -0.085
H 0.114 3.409 6.845 0.077 0.066 -0.023
H 0.891 0.494 6.410 -0.137 0.098 -0.209
H -1.100 1.427 8.454 -0.068 0.161 -0.083
H -1.052 -0.073 7.566 -0.028 0.001 -0.017
H -1.685 1.378 6.788 -0.008 -0.055 -0.029
H 1.015 0.938 9.097 0.005 0.012 0.005
H 1.654 2.466 8.492 -0.006 -0.013 0.049
H 2.403 0.921 8.047 0.076 0.145 -0.044
H 1.749 3.823 -0.021 -0.107 0.150 0.221
H -1.748 2.295 0.492 0.014 -0.002 0.021
H -1.136 3.175 -0.928 -0.009 0.081 0.040
H -0.603 3.640 0.711 0.019 0.007 -0.012
H 5.217 -1.717 0.127 -0.003 0.103 0.141
H 4.875 -0.700 -1.260 -0.193 -0.030 -0.075
H 4.101 -3.514 -0.633 0.032 -0.014 0.007
H 1.896 -2.368 -1.246 0.028 0.090 -0.043
H 2.615 -2.148 -2.878 -0.039 0.062 0.151
H 2.409 -3.749 -2.214 -0.004 -0.018 0.027
H 5.243 -3.784 -2.451 -0.029 -0.018 -0.052
H 4.398 2.840 -2.932 0.014 -0.015 0.010
H 5.789 2.633 -1.862 0.012 0.032 0.040
H 4.498 3.748 -1.418 0.002 0.015 0.025
H 2.259 -3.080 3.843 -0.170 0.086 0.149
H 1.759 -1.405 4.093 0.086 0.088 0.181
H 3.203 -2.078 4.900 -0.150 0.105 0.093
H 3.849 -3.617 2.419 -0.299 0.001 -0.180
H 6.414 0.458 4.339 0.126 0.172 -0.009
H 7.124 -2.006 3.980 -0.015 0.068 -0.021
H 7.214 -3.160 2.646 0.039 0.010 -0.057
H 8.341 -1.781 2.711 0.007 -0.017 -0.015
C -3.585 4.774 -7.214 0.008 -0.052 -0.029
O -2.172 4.728 -7.279 -0.040 -0.011 0.065
C -1.529 5.991 -7.358 0.090 0.038 -0.104
C -0.797 6.312 -6.073 -0.030 0.009 0.064
N -1.730 6.564 -4.985 0.030 -0.195 0.002
C -1.134 6.641 -3.660 -0.112 0.089 -0.011
C -0.400 5.416 -3.125 0.138 0.032 0.099
O -1.232 4.308 -2.831 -0.038 0.019 -0.065
C -1.584 3.490 -3.936 0.008 -0.074 0.070
H -3.953 3.761 -7.358 -0.015 0.002 0.005
H -3.948 5.129 -6.243 -0.021 0.053 -0.027
H -4.000 5.415 -7.998 -0.007 0.003 0.004
H -2.248 6.779 -7.604 -0.019 -0.001 0.065
H -0.798 5.938 -8.169 -0.024 -0.013 -0.019
H -0.181 7.203 -6.226 0.005 0.002 0.015
H -0.117 5.471 -5.871 0.038 0.030 -0.031
H -2.443 5.847 -4.987 -0.024 0.037 -0.014
H -1.933 6.878 -2.953 0.021 0.029 0.009
H -0.436 7.485 -3.644 0.026 -0.020 -0.007
H 0.052 5.706 -2.171 -0.003 -0.018 -0.001
H 0.420 5.103 -3.784 -0.062 -0.006 -0.058
H -0.775 3.440 -4.669 -0.014 0.010 -0.018
H -2.493 3.833 -4.433 0.031 0.025 -0.034
H -1.771 2.488 -3.548 0.016 -0.005 -0.002
C -9.580 0.957 -9.902 -0.057 -0.017 -0.004
O -9.202 -0.036 -8.972 0.058 0.081 0.004
C -8.249 -0.975 -9.449 -0.025 -0.156 -0.018
C -6.903 -0.787 -8.785 0.034 0.072 0.015
N -6.268 0.450 -9.212 -0.125 0.051 0.124
C -5.081 0.830 -8.459 0.020 0.035 -0.136
C -5.214 1.082 -6.961 0.125 -0.035 0.090
O -5.956 2.238 -6.618 -0.006 0.014 -0.071
C -7.363 2.086 -6.619 0.002 0.073 0.076
H -10.447 1.470 -9.488 0.003 0.004 0.004
H -8.790 1.696 -10.076 0.015 -0.027 -0.029
H -9.859 0.517 -10.864 -0.007 0.010 -0.003
H -8.157 -0.913 -10.538 0.043 0.050 0.010
H -8.621 -1.972 -9.200 -0.031 0.010 -0.012
H -6.258 -1.629 -9.058 0.020 0.006 0.013
H -7.066 -0.835 -7.699 0.001 -0.058 -0.008
H -6.944 1.201 -9.165 0.013 -0.003 -0.017
H -4.686 1.744 -8.912 0.036 -0.021 -0.005
H -4.321 0.054 -8.603 -0.007 -0.013 0.024
H -4.206 1.256 -6.574 -0.012 0.004 0.017
H -5.611 0.210 -6.426 -0.064 0.004 -0.058
H -7.658 1.082 -6.299 -0.011 -0.005 -0.019
H -7.804 2.287 -7.599 0.002 -0.057 -0.008
H -7.767 2.812 -5.914 0.001 -0.010 0.010
C 1.182 -9.690 6.986 0.026 -0.066 0.004
O 1.054 -9.697 5.580 0.003 0.115 0.041
C -0.283 -9.697 5.097 -0.063 -0.121 -0.087
C -0.633 -8.377 4.447 0.016 0.067 0.032
N -0.713 -7.306 5.429 0.186 -0.027 -0.055
C -0.812 -5.964 4.876 -0.037 -0.017 0.175
C 0.316 -5.452 3.989 -0.075 0.123 -0.214
O 1.549 -5.220 4.653 0.052 -0.084 0.038
C 2.348 -6.374 4.854 0.105 0.097 0.036
H 2.226 -9.899 7.214 0.003 0.005 -0.001
H 0.915 -8.723 7.429 -0.040 -0.014 -0.002
H 0.560 -10.462 7.447 0.008 -0.001 0.010
H -0.984 -9.933 5.903 0.000 0.067 0.016
H -0.360 -10.485 4.343 0.021 -0.025 0.025
H -1.602 -8.476 3.949 -0.003 0.022 -0.006
H 0.120 -8.190 3.668 -0.039 -0.036 -0.038
H 0.092 -7.357 6.038 -0.031 -0.003 0.020
H -0.908 -5.271 5.716 -0.037 0.020 -0.025
H -1.743 -5.896 4.302 0.016 -0.004 -0.028
H 0.003 -4.478 3.605 0.023 0.042 -0.019
H 0.488 -6.094 3.116 -0.034 -0.080 0.057
H 2.239 -7.088 4.033 -0.012 -0.019 0.014
H 2.120 -6.879 5.795 -0.041 -0.042 -0.036
H 3.388 -6.046 4.900 0.000 -0.003 -0.012
```
Forces are in eV/Å.

Values from the calculation:
Charge: +1
E_tot, eV: -109068.961
Highest occupied orbital energy, eV: -9.8
Kohn-Sham gap, eV: 6.49